# 1
C25H46O3P2SV as an isolated structure at a distorted geometry, computed with wB97M-V/def2-TZVPD.

DFT total energy, eV: -87896.260
Charge: +2
Multiplicity: 2
Energy relative to the best compared isomer or geometry (same formula, charge and spin), eV: 0.0000
HOMO energy (alpha / beta), eV: -14.504 / -14.502
E_LUMO (alpha / beta), eV: -8.69 / -8.14
Largest force on an atom, hartree/bohr: 0.076

CARTESIAN COORDINATES (ANGSTROEM)
V1 0.269 -0.729 1.055
C1 -0.488 -2.471 2.055
C2 0.899 -2.624 1.653
C3 0.774 -0.919 3.230
C4 -0.544 -1.406 3.006
C5 1.674 -1.666 2.416
C6 -1.680 -3.311 1.727
H1 -1.440 -4.124 1.044
H2 -2.492 -2.714 1.298
H3 -2.078 -3.741 2.655
C7 -1.689 -1.053 3.879
H4 -2.596 -1.599 3.583
H5 -1.892 0.022 3.797
H6 -1.455 -1.281 4.938
C8 1.133 0.048 4.311
H7 0.689 -0.271 5.264
H8 0.740 1.042 4.065
H9 2.224 0.093 4.449
C9 3.148 -1.484 2.491
H10 3.529 -1.814 3.469
H11 3.397 -0.419 2.420
H12 3.679 -2.035 1.713
C10 1.467 -3.611 0.702
H13 2.141 -4.299 1.230
H14 2.064 -3.133 -0.086
H15 0.678 -4.204 0.219
C11 -1.705 0.720 -3.582
C12 -1.848 -0.621 -3.645
C13 -1.009 -1.495 -4.531
C14 0.481 -1.075 -4.608
C15 1.107 -0.554 -3.341
C16 1.295 0.771 -3.198
C17 0.634 1.823 -4.035
C18 -0.812 1.490 -4.518
H16 -1.393 -1.483 -5.573
H17 0.601 -0.328 -5.414
H18 -1.076 -2.544 -4.187
H19 -0.762 0.972 -5.495
H20 -2.366 1.322 -2.943
H21 -2.626 -1.141 -3.088
H22 -1.298 2.465 -4.729
H23 0.606 2.768 -3.459
H24 1.983 1.179 -2.470
H25 1.220 2.036 -4.947
H26 1.054 -1.954 -4.954
H27 1.534 -1.302 -2.657
P1 -1.493 0.213 -0.257
P2 1.827 1.171 0.419
C19 -0.609 1.638 -1.054
C20 0.644 2.299 -0.471
H28 -1.348 2.408 -1.310
H29 -0.317 1.133 -1.976
H30 1.206 2.781 -1.282
H31 0.341 3.075 0.238
C21 2.700 2.252 1.595
H32 3.362 1.660 2.241
H33 1.965 2.773 2.225
H34 3.299 2.978 1.022
C22 3.142 0.431 -0.598
H35 3.735 1.196 -1.110
H36 2.733 -0.256 -1.345
H37 3.803 -0.162 0.044
C23 -3.277 0.305 -0.452
H38 -3.717 -0.327 0.336
H39 -3.626 -0.036 -1.436
H40 -3.591 1.339 -0.253
C24 -0.810 -1.325 -1.051
H41 0.184 -1.649 -0.647
H42 -0.614 -1.155 -2.122
H43 -1.542 -2.142 -0.970
C25 -2.222 3.587 3.539
S1 -1.739 2.448 2.239
O1 -2.563 1.248 2.428
O2 -2.008 3.148 0.973
O3 -0.294 2.214 2.505
H44 -3.198 3.984 3.245
H45 -1.464 4.379 3.587
H46 -2.279 3.046 4.488



# 2
One molecule with the formula C3H6N2OS at a distorted geometry, computed with wB97M-V/def2-TZVPD.

SMILES: CC(=O)S/C=N\N
DFT total energy, eV: -19066.777
Charge: 0
Energy relative to the best compared isomer or geometry (same formula, charge and spin), eV: 5.3892
HOMO energy, eV: -8.579
E_LUMO, eV: 0.53
Largest force on an atom, hartree/bohr: 0.182

CARTESIAN COORDINATES (ANGSTROEM)
C1 0.056 1.883 1.369
C2 0.304 1.077 0.088
C3 -0.962 -0.854 -1.477
H1 0.888 1.962 2.126
H2 -0.237 3.187 1.352
H3 -0.594 1.243 2.230
H4 -2.026 -0.782 -2.124
H5 1.169 -1.492 -0.124
H6 1.102 -3.119 -0.791
N1 -0.279 -1.909 -1.497
N2 0.507 -2.184 -0.578
O1 1.288 0.591 -0.245
S1 -1.217 0.397 -0.328



# 3
A 2-piece molecular cluster, C9H14 overall at a distorted geometry, computed with wB97M-V/def2-TZVPD.

SMILES: Cc1ccccc1.CC
DFT total energy, eV: -9558.293
Charge: 0
Energy relative to the best compared isomer or geometry (same formula, charge and spin), eV: 1.8888
HOMO energy, eV: -8.781
E_LUMO, eV: 1.00
Largest force on an atom, hartree/bohr: 0.113

CARTESIAN COORDINATES (ANGSTROEM)
C1 -1.960 -1.675 0.838
C2 -3.335 -1.744 1.459
H1 -1.458 -2.651 0.537
H2 -1.848 -1.148 -0.159
H3 -1.106 -1.317 1.565
H4 -3.640 -0.930 2.132
H5 -4.087 -1.877 0.658
H6 -3.418 -2.696 1.996
C3 2.057 2.209 -2.234
C4 0.281 1.014 0.766
C5 0.645 1.861 -0.247
C6 0.918 -0.204 0.991
C7 1.564 1.337 -1.137
C8 1.809 -0.689 0.086
C9 2.170 0.017 -1.091
H7 -0.535 1.500 1.372
H8 -0.008 2.698 -0.355
H9 0.814 -0.874 1.921
H10 2.122 -1.759 0.175
H11 1.791 1.940 -3.207
H12 3.101 2.305 -2.039
H13 2.515 -0.492 -1.928
H14 1.607 3.176 -2.101



# 4
A 3-piece molecular cluster, C18H45N3 overall at a distorted geometry, computed with wB97M-V/def2-TZVPD.

DFT total energy, eV: -23862.428
Charge: -1
Multiplicity: 2
Energy relative to the best compared isomer or geometry (same formula, charge and spin), eV: 0.0000
HOMO energy (alpha / beta), eV: 1.218 / -5.606
E_LUMO (alpha / beta), eV: 2.95 / 2.87
Largest force on an atom, hartree/bohr: 0.048

CARTESIAN COORDINATES (ANGSTROEM)
C1 -2.202 1.240 -6.344
C2 -1.516 1.513 -5.002
N1 -1.684 0.439 -4.019
C3 -0.997 0.785 -2.792
C4 0.494 0.256 -2.866
C5 -3.112 0.223 -3.673
C6 -3.324 -1.222 -3.286
H1 -3.260 1.503 -6.337
H2 -2.018 0.281 -6.827
H3 -1.781 1.898 -7.105
H4 -0.471 1.706 -5.244
H5 -1.948 2.408 -4.553
H6 -1.197 1.849 -2.669
H7 -1.455 0.321 -1.918
H8 0.964 0.527 -1.920
H9 0.551 -0.805 -3.108
H10 1.000 0.851 -3.626
H11 -3.687 0.319 -4.595
H12 -3.537 0.886 -2.919
H13 -2.631 -1.578 -2.524
H14 -3.172 -1.924 -4.105
H15 -4.301 -1.490 -2.883
C7 -2.718 1.690 1.658
C8 -1.943 0.618 2.389
N2 -1.588 -0.587 1.560
C9 -2.824 -1.160 0.899
C10 -3.880 -1.711 1.794
C11 -0.802 -1.543 2.310
C12 -0.167 -2.758 1.506
H16 -2.249 1.912 0.699
H17 -2.637 2.562 2.306
H18 -3.723 1.290 1.517
H19 -1.130 1.054 2.970
H20 -2.660 0.277 3.136
H21 -3.346 -0.450 0.258
H22 -2.494 -2.003 0.292
H23 -4.391 -0.924 2.349
H24 -4.628 -1.940 1.034
H25 -3.650 -2.560 2.437
H26 -1.340 -2.026 3.126
H27 0.027 -0.994 2.758
H28 0.433 -2.315 0.711
H29 -1.028 -3.301 1.115
H30 0.643 -3.285 2.010
C13 5.627 -0.922 0.765
C14 4.177 -0.463 0.907
N3 3.812 0.691 1.774
C15 4.610 0.841 3.095
C16 4.366 -0.258 4.162
C17 2.391 0.810 2.005
C18 2.018 2.260 2.382
H31 5.996 -1.355 1.695
H32 6.327 -0.105 0.590
H33 5.734 -1.656 -0.033
H34 3.830 -0.266 -0.108
H35 3.689 -1.363 1.283
H36 5.657 0.878 2.796
H37 4.582 1.839 3.533
H38 4.482 -1.245 3.716
H39 5.107 -0.199 4.958
H40 3.390 -0.046 4.600
H41 1.927 0.139 2.728
H42 1.840 0.645 1.079
H43 0.944 2.446 2.353
H44 2.560 3.001 1.795
H45 2.315 2.499 3.404



# 5
A 2-piece molecular cluster, C4H8O2 overall, computed with wB97M-V/def2-TZVPD.

SMILES: COC=O.C=C
DFT total energy, eV: -8370.927
Charge: 0
Energy relative to the best compared isomer or geometry (same formula, charge and spin), eV: 2.3550
HOMO energy, eV: -9.727
E_LUMO, eV: 0.88
Largest force on an atom, hartree/bohr: 0.011

CARTESIAN COORDINATES (ANGSTROEM)
C1 -2.380 -0.046 0.239
C2 -0.318 -1.074 0.386
O1 -0.965 0.107 0.304
C3 1.687 1.213 -0.741
C4 2.345 0.257 -0.098
O2 0.481 -1.326 1.238
H1 -2.671 -1.061 0.529
H2 -2.768 0.176 -0.759
H3 -2.787 0.654 0.969
H4 -0.598 -1.783 -0.417
H5 1.515 1.172 -1.814
H6 1.261 2.061 -0.212
H7 2.467 0.275 0.981
H8 2.732 -0.624 -0.606



# 6
A 2-piece molecular cluster, C9H16NO overall at a distorted geometry, computed with wB97M-V/def2-TZVPD.

DFT total energy, eV: -13121.806
Charge: +1
Energy relative to the best compared isomer or geometry (same formula, charge and spin), eV: 2.0502
HOMO energy, eV: -11.892
E_LUMO, eV: -3.18
Largest force on an atom, hartree/bohr: 0.092

CARTESIAN COORDINATES (ANGSTROEM)
C1 1.971 1.779 -1.546
C2 1.053 2.585 -0.532
N1 1.218 0.483 -1.999
H1 2.036 2.286 -2.500
H2 3.006 1.653 -1.065
H3 1.010 1.856 0.351
H4 0.000 2.685 -0.889
H5 1.812 -0.338 -1.792
H6 0.320 0.339 -1.431
H7 1.034 0.473 -2.968
H8 1.812 3.384 -0.138
C3 -2.933 -0.278 2.270
C4 0.374 -1.836 0.051
C5 0.661 -0.997 1.116
C6 -0.953 -1.881 -0.546
C7 -0.446 -0.270 1.672
C8 -1.927 -1.129 0.086
C9 -1.769 -0.491 1.331
O1 1.406 -2.446 -0.703
H9 1.699 -0.724 1.184
H10 2.297 -2.737 -0.365
H11 -1.042 -2.498 -1.363
H12 -0.223 0.348 2.474
H13 -2.925 -1.357 -0.157
H14 -2.565 0.187 3.129
H15 -3.187 -1.386 2.567
H16 -3.741 0.309 1.764



# 7
One molecule with the formula C13H10N4O3S2 at a distorted geometry, computed with wB97M-V/def2-TZVPD.

SMILES: O=C(Nc1cnn(S(=O)(=O)c2ccsc2)c1)c1ccccn1
DFT total energy, eV: -47412.533
Charge: 0
Energy relative to the best compared isomer or geometry (same formula, charge and spin), eV: 1.5915
HOMO energy, eV: -9.091
E_LUMO, eV: -0.11
Largest force on an atom, hartree/bohr: 0.125

CARTESIAN COORDINATES (ANGSTROEM)
O1 -0.684 0.576 1.787
O2 4.367 -2.893 -0.831
O3 2.769 -3.215 1.004
N1 2.322 -0.725 -2.051
N2 -2.978 2.320 -0.387
S1 4.992 0.352 3.359
C1 -1.234 1.096 0.769
C2 1.281 0.024 -2.029
C3 6.059 0.426 1.921
C4 3.850 -0.738 2.571
C5 5.587 -0.405 0.957
C6 0.645 0.207 -0.817
C7 1.116 -0.707 -0.051
C8 4.373 -1.071 1.301
C9 -4.138 2.919 -0.508
C10 -2.593 1.782 0.742
C11 -4.942 3.207 0.594
C12 -3.421 1.969 1.850
C13 -4.514 2.795 1.792
N3 -0.574 0.851 -0.450
N4 2.232 -1.230 -0.755
S2 3.466 -2.268 0.123
H1 1.247 0.675 -2.923
H2 7.057 0.869 1.904
H3 2.964 -1.247 2.872
H4 6.121 -0.554 -0.004
H5 0.861 -0.986 0.957
H6 -4.413 3.170 -1.543
H7 -5.740 3.813 0.476
H8 -2.951 1.649 2.807
H9 -5.124 3.041 2.677
H10 -1.071 1.232 -1.182



# 8
A 2-piece molecular cluster, H3N2P overall at a distorted geometry, computed with wB97M-V/def2-TZVPD.

DFT total energy, eV: -12312.419
Charge: 0
Energy relative to the best compared isomer or geometry (same formula, charge and spin), eV: 5.0414
HOMO energy (alpha / beta), eV: -8.328 / -9.396
E_LUMO (alpha / beta), eV: -0.42 / -0.54
Largest force on an atom, hartree/bohr: 0.067

CARTESIAN COORDINATES (ANGSTROEM)
N1 -0.342 -0.248 -0.924
N2 0.831 0.512 -0.375
P1 0.224 -0.744 0.568
H1 -1.274 0.358 -0.930
H2 1.590 -0.001 -0.833
H3 -1.028 0.124 2.495



# 9
One molecule with the formula C5H6N2, computed with wB97M-V/def2-TZVPD.

SMILES: C1=NC2(CC2)N=C1
DFT total energy, eV: -8260.068
Charge: 0
Energy relative to the best compared isomer or geometry (same formula, charge and spin), eV: 2.2899
HOMO energy, eV: -9.089
E_LUMO, eV: 0.40
Largest force on an atom, hartree/bohr: 0.019

CARTESIAN COORDINATES (ANGSTROEM)
C1 1.108 -0.140 1.086
C2 0.356 -1.388 1.011
C3 -0.215 -0.437 0.021
N1 -0.155 -0.583 -1.359
C4 -0.674 0.550 -1.787
C5 -1.002 1.397 -0.686
N2 -0.794 0.760 0.439
H1 1.976 0.027 0.468
H2 1.027 0.501 1.976
H3 0.860 -2.207 0.515
H4 -0.264 -1.647 1.856
H5 -0.833 0.763 -2.843
H6 -1.389 2.403 -0.697



# 10
A 5-piece molecular cluster, C17H27O9 overall at a distorted geometry, computed with wB97M-V/def2-TZVPD.

DFT total energy, eV: -36492.507
Charge: -1
Energy relative to the best compared isomer or geometry (same formula, charge and spin), eV: 0.0000
HOMO energy, eV: -2.721
E_LUMO, eV: 2.10
Largest force on an atom, hartree/bohr: 0.099

CARTESIAN COORDINATES (ANGSTROEM)
C1 -1.469 -0.764 0.124
O1 -0.837 -2.059 0.097
H1 -0.714 0.001 0.304
H2 -1.942 -0.587 -0.842
H3 -2.219 -0.796 0.915
O2 -3.227 -2.307 -3.484
C2 -3.617 -1.252 -3.900
O3 -3.229 -0.697 -4.969
C3 -3.704 0.602 -5.201
C4 -4.282 1.074 -3.895
C5 -4.516 -0.256 -3.191
H4 -4.422 0.684 -6.017
H5 -2.808 1.194 -5.391
H6 -5.310 1.437 -3.880
H7 -3.545 1.775 -3.504
H8 -5.497 -0.721 -3.284
H9 -4.275 -0.421 -2.141
O4 4.927 0.011 3.309
C6 4.155 -0.221 2.398
O5 2.892 -0.708 2.674
C7 2.025 -0.363 1.581
C8 2.932 -0.136 0.457
C9 4.311 0.173 0.947
H10 1.335 0.467 1.728
H11 1.404 -1.259 1.576
H12 2.556 0.733 -0.082
H13 2.907 -0.975 -0.239
H14 4.630 1.193 0.733
H15 5.154 -0.430 0.610
O6 2.708 3.239 -0.225
C10 1.711 3.731 -0.646
O7 1.611 4.761 -1.411
C11 0.318 5.345 -1.264
C12 -0.565 4.170 -0.868
C13 0.400 3.153 -0.289
H16 0.113 5.781 -2.242
H17 0.464 6.016 -0.417
H18 -0.973 3.758 -1.791
H19 -1.477 4.298 -0.285
H20 0.226 2.183 -0.755
H21 0.419 2.918 0.775
O8 0.888 -3.268 6.049
C14 0.823 -3.449 4.896
O9 -0.308 -3.739 4.279
C15 -0.180 -3.792 2.834
C16 1.310 -4.156 2.673
C17 1.947 -3.546 3.894
H22 -0.377 -2.780 2.480
H23 -0.867 -4.436 2.285
H24 1.714 -3.725 1.757
H25 1.521 -5.212 2.838
H26 2.207 -2.515 3.655
H27 2.752 -4.127 4.344



# 11
A 2-piece molecular cluster, C4H5NO2 overall at a distorted geometry, computed with wB97M-V/def2-TZVPD.

DFT total energy, eV: -9809.529
Charge: 0
Energy relative to the best compared isomer or geometry (same formula, charge and spin), eV: 4.7855
HOMO energy, eV: -9.701
E_LUMO, eV: 0.03
Largest force on an atom, hartree/bohr: 0.022

CARTESIAN COORDINATES (ANGSTROEM)
O1 -2.325 0.248 0.936
C1 -1.688 -0.386 0.133
C2 -0.401 0.125 -0.515
C3 0.361 1.079 0.261
N1 1.755 -0.279 0.962
C4 1.714 -1.115 0.130
O2 0.251 -0.689 -1.274
H1 -1.983 -1.400 -0.215
H2 -0.697 1.277 -0.883
H3 1.163 1.593 -0.254
H4 -0.121 1.573 1.099
H5 1.969 -2.025 -0.380